Molecular formula: C19H34BN4O5S3
Method: DFT, ωB97M-V/def2-TZVPD

Each line ends with the Mulliken charge.
CARTESIAN COORDINATES (ANGSTROEM)
C: 3.38837 -4.55877 1.15155  -0.68
O: 3.95757 -3.25759 1.52652  -0.54
B: 3.93866 -2.42246 0.40311  0.78
O: 4.57615 -2.89828 -0.76026  -0.56
C: 3.16528 -0.98169 0.50437  -0.19
C: 4.03269 -0.08790 1.46149  -1.28
C: 5.41306 0.38673 0.87063  -0.81
S: 5.40821 2.18603 0.39593  -0.11
C: 6.97812 2.80743 1.04199  0.47
N: 7.44189 3.98130 0.65197  -0.27
N: 8.64114 4.17881 1.26599  -0.40
C: 8.85262 3.12635 2.04352  -0.02
O: 7.83096 2.21459 1.92689  -0.26
C: 1.79080 -1.45040 1.19179  -0.11
S: 1.66817 -1.36670 3.01122  -0.20
S: 0.44589 -0.40017 0.46539  0.00
C: 1.47046 -0.08307 -0.97089  0.42
C: 0.71099 0.49186 -2.18789  -0.38
C: -0.67347 -0.29580 -2.34504  -1.16
C: -1.89627 0.53111 -1.78729  -0.74
C: -3.04241 -0.34396 -1.16879  -0.45
C: -4.05372 0.67174 -0.46168  -0.71
C: -5.25359 0.97072 -1.46692  -0.71
C: -6.41080 1.66418 -0.64308  -0.69
C: -7.33733 0.58400 0.04616  -0.50
O: -7.95375 1.13819 1.21682  -0.30
C: -9.17099 0.53829 1.50513  0.70
C: -9.38823 0.06194 2.98065  -0.92
O: -10.05595 0.40071 0.71661  -0.49
N: 2.73046 -0.39624 -0.80855  0.42
C: 3.65872 -0.19072 -1.97804  -0.93
N: 3.74423 1.19976 -2.44578  -0.47
H: 4.17987 -5.09359 0.58228  0.30
H: 3.10604 -5.04740 2.10645  0.23
H: 2.48836 -4.45755 0.49681  0.28
H: 3.89243 -2.93013 -1.45647  0.35
H: 3.48041 0.81820 1.82384  0.54
H: 4.27403 -0.69939 2.37073  0.50
H: 6.15341 0.32405 1.71034  0.58
H: 5.82456 -0.25027 0.05677  0.40
H: 9.76683 3.06417 2.65389  0.40
H: 1.62383 -2.44012 0.68891  0.38
H: 0.61141 -2.19430 3.30302  0.22
H: 0.47696 1.58221 -2.06619  0.34
H: 1.25578 0.36064 -3.14803  0.35
H: -0.60558 -1.33519 -1.95464  0.43
H: -0.82648 -0.38590 -3.45232  0.50
H: -2.25884 1.19539 -2.61232  0.35
H: -1.49713 1.19082 -0.97169  0.36
H: -2.67064 -1.02195 -0.36662  0.26
H: -3.59076 -0.87542 -1.97771  0.35
H: -4.48118 0.25750 0.48094  0.45
H: -3.57674 1.66374 -0.27222  0.35
H: -4.85880 1.69287 -2.22561  0.30
H: -5.60573 0.03834 -1.97208  0.39
H: -7.07500 2.26417 -1.30658  0.33
H: -5.99703 2.33950 0.15182  0.34
H: -8.07404 0.28072 -0.74231  0.34
H: -6.76259 -0.34834 0.29648  0.27
H: -9.10788 -1.00603 3.11906  0.25
H: -10.46961 0.22889 3.20863  0.30
H: -8.81549 0.67766 3.71109  0.31
H: 3.36792 -0.90350 -2.79458  0.41
H: 4.69639 -0.49556 -1.69277  0.31
H: 3.29535 1.85844 -1.80742  0.31
H: 3.17201 1.24727 -3.29497  0.35

Properties
Kohn-Sham gap = 0.2718 Ha
Net charge = +1
E_HOMO = -11.35 eV

Molecular formula: C19H34BaF6OP2
Method: DFT, ωB97M-V/def2-TZVPD

Each line ends with the Mulliken charge.
CARTESIAN COORDINATES (ANGSTROEM)
P: 1.10657 -1.01826 -1.43209  0.39
P: 1.52783 2.18803 -0.79942  0.60
C: 1.72078 0.19862 -2.73488  -0.98
C: 2.52007 1.36668 -2.14752  -1.37
H: 0.79950 0.56492 -3.22451  0.44
H: 2.29597 -0.35882 -3.48546  0.57
H: 3.49403 1.03544 -1.72594  0.37
H: 2.69347 2.14929 -2.90001  0.49
C: 0.01082 2.56299 -1.76598  -0.74
H: -0.59252 3.25720 -1.15125  0.52
H: -0.55932 1.64145 -1.96594  -0.62
H: 0.31119 3.01781 -2.72612  0.45
C: 2.19279 3.88793 -0.57406  -1.26
H: 1.50767 4.65575 -0.95459  0.41
H: 3.20896 4.03679 -0.97422  0.35
H: 2.21405 3.98643 0.52257  0.30
C: 0.21023 -2.00125 -2.73629  -1.50
H: -0.05612 -3.00084 -2.36669  0.44
H: 0.91894 -2.10756 -3.57170  0.65
H: -0.69915 -1.49658 -3.09410  0.09
C: 2.44871 -2.28101 -1.31248  -1.04
H: 3.44758 -1.83803 -1.16132  0.34
H: 2.45387 -2.92721 -2.20284  0.42
H: 2.20505 -2.92103 -0.45160  0.15
Ba: 2.37159 0.18849 0.86992  2.13
C: -2.63035 0.29253 -1.18282  -0.27
C: -2.82706 -0.11459 -2.45130  -0.38
C: -3.69246 -1.21209 -2.98421  -0.47
C: -4.10802 -2.17543 -1.84394  -0.93
C: -2.92235 -2.98852 -1.45106  -0.31
C: -1.97216 -2.76961 -0.53739  -0.84
C: -1.84889 -1.66075 0.44906  0.78
C: -2.64684 -0.36654 0.18060  -1.25
C: 2.13740 -2.49090 1.82630  -1.76
H: -2.50607 1.38347 -1.07953  0.50
H: -2.45102 0.56295 -3.23547  0.40
H: -3.15981 -1.73218 -3.80203  0.33
H: -4.59602 -0.76418 -3.43775  0.37
H: -4.51878 -1.59961 -1.00671  0.32
H: -4.90584 -2.83709 -2.21830  0.43
H: -2.86815 -3.92058 -2.02338  0.32
H: -1.18490 -3.52503 -0.42929  0.55
H: -0.77193 -1.44156 0.54946  -0.74
H: -2.11107 -2.02577 1.46344  0.51
H: -3.67918 -0.50817 0.53167  0.41
H: -2.20546 0.36175 0.88744  0.29
H: 2.69182 -1.96120 2.61358  0.62
H: 2.70375 -3.30072 1.34239  0.47
H: 1.10569 -2.77036 2.07445  0.12
C: 1.78802 1.88493 5.30206  -1.80
C: 1.18411 1.57305 3.95478  1.18
O: 2.05598 1.36260 2.92947  -1.16
C: 0.30911 0.28621 4.12535  0.38
F: -0.68530 0.44510 5.03770  -0.30
F: -0.28267 -0.13100 2.95954  -0.18
F: 1.08234 -0.76361 4.55182  -0.27
C: 0.21849 2.76163 3.60161  0.51
F: -0.64460 3.03104 4.63474  -0.28
F: 0.94659 3.89390 3.38156  -0.28
F: -0.54521 2.56188 2.49124  -0.15
H: 2.21315 0.96993 5.72191  0.40
H: 1.00587 2.26304 5.96425  0.42
H: 2.56927 2.63823 5.17527  0.40

Properties
Kohn-Sham gap = 0.2019 Ha
Energy above the lowest of the compared OMol25 structures with the same formula, charge and spin = 0.0000 eV
E_HOMO = -5.82 eV

Molecular formula: C19H34BrF6O5P
Method: DFT, ωB97M-V/def2-TZVPD

Each line ends with the Mulliken charge.
CARTESIAN COORDINATES (ANGSTROEM)
O: 1.83247 -0.23837 3.28123  -0.38
C: 2.03303 0.07818 2.19858  0.39
Br: 1.03529 -0.82109 0.77876  -0.18
C: 3.07286 1.16262 1.89398  -0.55
P: 2.36439 2.76771 1.23743  0.42
O: 3.44172 2.73609 -0.12017  -0.67
C: 1.15269 2.96738 2.71034  -0.01
O: 1.37349 2.66475 3.81807  -0.44
C: -0.27292 3.64434 2.43678  0.67
F: -0.23272 4.60641 1.49841  -0.29
F: -0.59907 4.25924 3.58888  -0.31
C: -1.37854 2.55204 2.18872  0.70
F: -0.87934 1.34579 2.53456  -0.29
F: -2.38689 2.78267 3.03156  -0.31
C: -1.97800 2.49949 0.75762  0.98
F: -1.08357 2.67151 -0.20586  -0.27
F: -2.98207 3.36336 0.60431  -0.29
C: -2.57523 1.05657 0.54391  0.12
O: -2.27040 0.43362 -0.40168  -0.41
O: -3.40366 0.50408 1.47169  -0.49
H: 3.72946 0.77781 1.10206  0.35
H: 3.70551 1.32259 2.77459  0.54
H: 1.29863 2.85006 0.30411  -0.03
H: 2.98290 3.99085 1.61204  0.05
H: 2.99517 2.22570 -0.81403  0.32
H: -2.84144 -0.06861 2.02209  0.37
C: 7.84941 -4.27316 2.14376  -1.19
C: 7.06308 -4.49431 0.85588  -0.39
C: 6.74220 -3.19948 0.11091  -0.89
C: 5.85736 -2.21318 0.87544  -0.56
C: 4.50247 -2.76492 1.31827  -0.03
C: 3.60837 -3.17927 0.15469  -1.23
H: 7.28621 -3.67748 2.86432  0.28
H: 8.07962 -5.22929 2.61720  0.38
H: 8.79380 -3.76354 1.93998  0.29
H: 6.14459 -5.04571 1.07658  0.23
H: 7.65132 -5.13637 0.19428  0.38
H: 6.26900 -3.44915 -0.84306  0.32
H: 7.67960 -2.69470 -0.14477  0.41
H: 5.69304 -1.33434 0.24152  0.30
H: 6.39388 -1.84908 1.75707  0.35
H: 3.98686 -1.99071 1.89614  0.08
H: 4.63810 -3.61165 1.99644  0.31
H: 3.42517 -2.33492 -0.51313  0.24
H: 2.64445 -3.53089 0.52520  0.34
H: 4.05239 -3.98813 -0.42838  0.39
C: -5.83486 0.19900 -5.29834  -1.18
C: -6.88486 -0.03997 -4.21847  -0.33
C: -7.28870 1.23111 -3.47288  -0.80
C: -6.16166 1.91377 -2.69524  -0.88
C: -5.47318 1.03888 -1.64826  0.44
C: -6.42162 0.58322 -0.54401  -1.29
H: -4.90105 0.57593 -4.87770  0.28
H: -5.60747 -0.73259 -5.82001  0.37
H: -6.19421 0.91857 -6.03753  0.30
H: -6.52333 -0.79627 -3.51592  0.23
H: -7.77752 -0.46331 -4.68799  0.37
H: -8.11004 0.99389 -2.79069  0.31
H: -7.69637 1.95024 -4.19113  0.39
H: -6.57114 2.80155 -2.20188  0.41
H: -5.40676 2.28363 -3.39589  0.34
H: -4.65314 1.60499 -1.19932  -0.25
H: -5.01156 0.16671 -2.11950  0.26
H: -6.86138 1.44157 -0.03055  0.29
H: -5.88415 -0.01183 0.19614  0.35
H: -7.23164 -0.03362 -0.93717  0.37

Properties
Kohn-Sham gap = 0.3488 Ha
Structure (SMILES) = O=C(Br)C[PH2](O)C(=O)C(F)(F)C(F)(F)C(F)(F)C(=O)O.CCCCCC.CCCCCC
E_HOMO = -9.69 eV

Question: The lowest E_HOMO belongs to which entry?
Answer: C19H34BN4O5S3

Question: Among the records above, which one has the highest Kohn-Sham gap?
Answer: C19H34BrF6O5P

Question: What is the Kohn-Sham gap in the first record?
Answer: 0.2718 Ha